12
Properties=species:S:1:pos:R:3:forces:R:3:nbo_charge:R:1 method="wB97M-V/def2-TZVPD" e_above_lowest_kcal_mol=21.5 orbital_gap_ev=9.0915 smiles=CSS.C homo_ha=-0.319 largest_force_ev_per_a=3.46
C 1.836 0.571 1.282 3.0 0.5 -1.6 -0.78
S 0.997 2.167 1.354 -1.0 -1.0 -1.5 0.12
S -0.088 1.878 -0.487 0.4 0.4 0.9 -0.15
H 2.702 0.805 1.980 -1.1 -1.2 -0.4 0.24
H 2.375 0.389 0.244 -1.1 0.8 1.9 0.23
H 1.269 -0.356 1.414 -0.1 0.5 0.7 0.22
H -0.541 0.653 -0.167 0.0 0.4 0.1 0.12
C -1.756 -1.171 -1.131 1.3 -1.2 -0.1 -0.88
H -0.816 -1.213 -0.577 -0.2 -0.6 0.4 0.20
H -2.344 -0.413 -0.644 -0.4 0.6 -0.9 0.23
H -2.279 -2.111 -1.121 -0.2 -0.5 0.7 0.22
H -1.356 -1.200 -2.147 -0.7 1.4 -0.3 0.23